[1]
# C43H101O28P5

A 13-piece molecular cluster, C43H101O28P5 overall (ωB97M-V with the def2-TZVPD basis set, the OMol25 dataset).

Summary:
Total charge = 0
DFT total energy = -5512.854270 Ha
2S+1 = 1
Lowest unoccupied orbital energy = 0.41 eV

The geometry in XYZ format:
```
177
C43H101O28P5 ωB97M-V with the def2-TZVPD basis set
O 1.16 -2.92 3.58
H 0.08 2.17 0.60
H -3.11 1.22 7.69
H 3.23 2.09 0.80
H -2.48 -1.98 2.78
C 3.21 -0.17 3.71
H 3.13 -1.25 0.69
C -3.00 -1.28 -5.00
C -3.32 -2.52 -1.55
C -3.53 -6.35 0.96
H -1.69 -5.20 3.26
O -4.04 -2.75 -0.23
H 0.21 -2.89 -1.01
H 7.06 2.20 4.00
H -1.95 -2.00 5.81
H -3.78 -1.00 -4.30
H 7.05 0.20 -2.22
C 6.15 -0.39 -2.01
H -1.33 5.09 -1.69
O 2.29 -2.87 -0.97
O -5.39 2.72 4.40
C 3.73 -0.93 1.54
H 1.19 0.69 -1.26
H -0.85 -0.83 -1.59
C 1.02 -3.03 -1.72
C 3.70 4.22 -2.52
H 0.93 -0.64 -0.16
H -3.99 -2.23 -6.68
H 4.66 -0.50 1.15
H 5.21 -0.96 4.05
C -6.68 2.67 3.66
C -5.16 1.03 -0.60
H -4.02 -1.94 3.68
C -3.51 -2.50 -5.75
H 3.03 0.99 -2.62
H -1.82 -1.13 0.50
H 7.18 1.47 2.34
H 3.69 0.73 4.16
H -2.82 2.91 3.96
H 4.78 -2.46 -4.48
C -1.90 -4.78 4.24
C -1.17 -1.37 6.24
H -2.93 -1.51 -1.44
H 6.00 -0.39 -0.93
C 6.51 5.97 0.84
H 0.92 -1.21 2.43
H -4.78 1.87 -0.04
H 1.09 -2.75 1.52
C 6.55 2.01 3.05
O 6.17 3.26 2.45
C 4.18 -1.32 3.89
C 0.66 -2.27 2.37
H -4.21 -3.12 -5.15
H -1.36 -0.32 6.19
H -3.91 -1.13 2.06
H -6.55 3.45 2.92
C 3.28 3.06 1.33
H -0.03 2.03 -3.64
O -3.92 -3.31 2.17
H -0.72 3.51 -1.60
O 5.99 2.15 0.12
O -3.19 3.51 0.23
H -1.93 3.50 -4.92
O -0.14 1.79 -6.70
O -3.71 1.14 3.38
O 3.05 0.05 2.31
O -1.89 -1.75 -4.18
O 0.77 -4.08 5.76
H -2.03 5.36 1.62
H -2.47 -3.22 -1.64
C -4.54 0.98 -1.97
P -3.24 -3.71 0.79
H 6.52 6.55 -0.07
C -0.03 1.26 -4.42
C -0.85 0.11 -1.02
H 3.89 -2.07 4.63
C -2.15 4.07 -0.06
H 3.19 -2.74 2.67
H -2.79 2.56 2.17
H 4.13 1.48 -1.34
C -6.88 1.68 -1.94
H -2.61 0.46 0.30
H -2.76 -0.39 -5.60
H -2.44 -6.23 1.03
O -0.08 -1.60 5.29
H -1.60 -3.83 -3.94
H -2.73 1.93 -4.91
H 6.15 -3.68 0.93
O -1.79 -3.83 0.80
H 5.66 1.43 3.26
H 3.77 5.30 -2.43
H -0.43 -2.39 2.33
C 4.44 -3.32 -3.92
H 6.30 -4.44 -0.75
H -5.63 2.02 -3.67
O 4.30 3.99 0.84
C 4.03 -2.06 2.51
H -4.87 0.77 7.29
P 3.58 -3.65 -1.44
C -3.56 -1.96 2.68
H -7.33 2.93 4.47
C 4.96 0.03 -2.78
H -6.09 0.25 -3.41
O -6.60 1.01 -0.72
C -1.42 -3.03 -4.72
C -1.63 4.10 -1.46
H 7.38 6.22 1.49
H 3.43 2.90 2.40
O 1.45 3.54 -2.01
H -7.90 1.41 -2.19
P -4.67 1.29 4.57
H 6.38 -1.40 -2.31
H 0.97 1.02 -4.73
H 1.08 1.03 1.56
C -0.69 1.86 -5.65
H 5.25 -5.14 0.47
H 2.42 4.59 -4.81
O -3.64 1.52 5.73
H -6.83 2.78 -1.82
H -4.05 -6.55 1.92
O 6.60 4.60 0.33
H 2.08 2.90 -4.78
H -1.66 -2.50 -6.70
C 0.56 0.32 -0.44
H 0.99 -2.32 -2.55
H 5.64 6.10 1.46
H -6.86 1.66 3.23
H 4.86 -2.68 2.15
H -4.06 -2.70 -2.33
H 3.32 -0.05 -1.23
H -1.66 1.77 3.23
H -2.97 -4.55 4.38
O 3.60 -5.10 -1.74
P 0.21 -3.12 4.83
O -0.84 0.45 1.37
H 3.60 -3.88 -4.38
C 1.84 3.85 -4.30
H -1.48 -5.35 5.05
O -5.59 0.17 4.74
P 5.79 3.38 0.87
C -4.01 1.45 7.16
C -2.03 2.55 -5.47
H 5.14 -4.13 -3.71
C 5.66 -4.18 0.11
C 0.28 1.11 0.83
H -3.73 -6.97 0.10
H -0.91 -1.79 7.23
C -5.80 1.21 -2.94
H -2.38 3.74 -2.19
C -1.63 -0.07 0.31
H 4.41 3.94 -3.35
H 2.20 -0.30 4.14
H -1.17 0.92 -1.65
C -2.16 -3.18 -6.01
C 3.84 0.61 -1.94
H 4.02 3.84 -1.55
C -1.33 4.77 1.04
H -4.89 0.16 0.04
O 4.81 -0.12 -3.98
H -4.40 2.37 7.51
O 4.59 -3.26 -0.26
O -4.04 -5.08 0.55
H -0.33 -2.99 -4.88
H -3.81 1.76 -2.07
H -2.44 2.76 -6.46
C 2.27 3.86 -2.85
C -2.67 2.17 3.18
H -4.14 -0.04 -2.14
H -0.86 4.01 1.73
H -0.57 0.34 -4.05
O -1.24 -3.46 4.28
H 1.03 -4.06 -2.11
H -0.62 5.48 0.60
O 4.08 -2.68 -2.61
H 2.35 3.62 1.14
H -2.20 -4.19 -6.43
H 0.74 4.02 -4.37
```

[2]
# C43H103N5O9

A 9-piece molecular cluster, C43H103N5O9 overall (ωB97M-V with the def2-TZVPD basis set, the OMol25 dataset).

Summary:
Total charge = +1
DFT total energy = -2650.546852 Ha
2S+1 = 2
Lowest unoccupied orbital energy (alpha / beta) = -1.87 / -6.36 eV

The geometry in XYZ format:
```
160
C43H103N5O9 ωB97M-V with the def2-TZVPD basis set
H 4.23 -5.15 3.71
H -1.65 4.71 -4.07
C 2.38 -3.57 2.64
C 4.38 2.89 2.59
O 2.12 0.09 3.22
H 4.52 3.68 4.65
H 0.05 0.48 -1.72
H 2.04 4.23 3.11
H 5.08 0.94 0.89
C 0.79 -5.52 2.91
H 2.16 -4.31 -4.33
H 3.39 -7.87 2.67
H -2.60 -0.69 2.16
H -1.49 -3.53 -2.68
C 3.85 -3.57 0.65
H 0.00 -6.85 0.82
H -5.02 4.24 -5.41
H -7.03 -1.79 1.13
H 1.53 0.09 2.47
C 1.30 4.01 -3.51
C -2.80 2.67 -6.09
H -1.16 2.46 -3.07
H -3.61 3.14 -0.50
H 2.92 -1.23 -1.38
H -1.25 0.30 2.54
H 3.43 3.52 -3.09
H 5.89 0.49 3.40
C -3.19 3.22 -4.77
H 4.53 -0.34 3.87
O 3.48 -6.38 0.46
O -1.60 1.82 -3.63
C -5.62 3.43 -3.51
O 0.01 -4.80 -3.33
C -6.21 -0.71 2.72
H -1.26 -1.63 0.15
H -6.68 3.53 -3.74
H 1.36 -7.90 0.57
H -5.68 4.35 2.43
H 3.49 -3.83 -5.38
C 1.38 -2.03 -3.49
H 0.49 3.49 -4.01
C -3.41 0.83 -1.69
H 2.21 -4.76 4.41
H -3.02 3.19 1.47
H 3.45 -0.13 -2.69
H 0.62 1.97 0.49
H 2.11 4.45 4.78
C 0.71 4.25 -2.09
O -5.25 0.38 2.88
H 3.87 3.31 1.72
H -5.33 4.37 -3.04
H 5.12 -5.65 2.34
H 2.38 5.12 -4.86
C 0.83 -7.33 1.33
H -2.13 0.60 1.01
H -2.15 3.36 -1.23
H 5.46 3.03 2.53
C 2.36 1.97 5.69
O 0.38 -0.56 0.83
H -3.66 -0.05 -2.28
C 3.36 -4.43 1.84
H 2.90 -2.79 3.20
H 3.34 1.01 0.72
C 3.95 3.86 3.74
C -1.77 -0.16 1.70
H -5.29 -1.68 1.01
H -5.59 1.29 -2.84
H -0.04 3.03 4.82
H 1.87 -3.57 -5.88
C -6.19 -1.11 1.25
C -5.06 3.83 1.71
C -0.51 -4.69 -1.11
H -6.28 -0.39 0.43
N -2.92 2.23 -3.73
H -1.39 -4.62 -0.47
C -2.66 4.71 -4.47
H -5.23 2.57 -5.48
H 0.08 2.66 3.10
H 1.41 0.10 -3.69
H -1.85 -5.20 -2.59
H 5.17 -3.97 3.05
H 4.05 4.91 3.46
H 1.89 2.66 6.39
H 1.96 0.97 5.82
H -0.39 3.37 0.35
H 3.11 -6.23 -0.41
H -0.09 1.35 4.30
H 4.69 -3.99 0.10
C 1.54 -4.39 3.64
H -3.21 5.27 -3.71
H 0.37 -8.06 2.00
C 2.54 3.07 -3.54
C 1.93 2.32 4.24
H -0.16 -5.72 -1.08
H -2.34 0.68 -1.61
C 3.94 1.44 2.75
H 0.15 -6.11 3.57
O 2.52 -2.23 -4.39
H -2.98 3.37 -6.90
H 3.08 -3.53 -0.12
C 4.14 0.71 1.39
H 0.27 -4.00 -0.81
H -3.28 4.59 2.55
H 3.43 2.08 5.89
H -1.72 2.57 -6.05
H 0.45 -0.58 -0.13
H -0.63 -1.98 1.79
C -3.66 3.62 2.25
C 4.55 -4.80 2.73
H -5.97 -1.58 3.33
C 2.52 -7.45 3.15
H 2.15 5.93 -3.50
C 1.77 -6.48 2.20
H 0.24 -4.96 2.15
C 0.37 2.32 4.10
H -5.64 2.45 -1.59
H -2.76 5.23 -5.42
H 0.85 -3.74 4.17
H 1.72 -3.06 1.93
C -3.21 3.26 -1.50
C 4.90 0.68 3.81
H 1.21 -2.82 -2.77
C -3.64 2.18 -2.41
H 4.07 -2.54 0.94
N 2.52 1.41 3.19
C -5.19 2.26 -2.56
H 0.26 -5.73 -3.24
H 1.34 3.57 0.47
C -0.85 -1.20 1.06
H 1.46 4.89 -1.61
H -3.64 2.98 3.13
H -7.18 -0.34 3.03
H 2.84 -6.89 4.03
H 4.10 -0.36 1.54
H -0.24 4.79 -2.03
C 2.66 -0.35 -1.97
H 2.00 -8.34 3.50
O 0.61 2.98 -1.41
C 2.51 -3.53 -5.00
C 0.56 2.95 0.02
H -4.94 4.52 0.88
N 2.63 -5.65 1.28
H -3.60 4.24 -1.75
H -3.73 0.88 -0.65
H 0.49 -2.12 -4.11
C -4.79 3.34 -4.84
H 2.85 2.75 -4.53
C -1.04 -4.49 -2.45
C 1.44 -0.63 -2.88
H -6.52 2.89 0.75
H 2.39 2.20 -2.90
H -3.33 1.77 -6.42
H 4.82 1.18 4.77
N 1.69 5.30 -4.14
N 0.26 -0.46 -2.02
H -0.54 -0.72 -2.57
C 2.44 3.75 4.01
H -5.49 1.13 2.34
O -5.74 2.66 1.25
H 2.40 0.45 -1.29
```